[1]
{
  "formula": "C27H29IrN12O4PS2",
  "method": "ωB97M-V with the def2-TZVPD basis set",
  "total_charge": 2,
  "e_lumo_ha": [-0.1902, -0.2327],
  "e_homo_ev": [-12.998, -12.998],
  "spin_multiplicity": 2,
  "s_squared": 0.753,
  "homo_lumo_gap_ev": [7.8, 6.7],
  "species": ["Ir", "C", "N", "C", "C", "N", "C", "S", "C", "C", "C", "C", "C", "N", "H", "H", "H", "H", "H", "H", "H", "H", "H", "O", "S", "O", "O", "O", "N", "C", "C", "C", "C", "C", "C", "C", "N", "C", "C", "N", "C", "H", "H", "H", "H", "H", "H", "H", "C", "N", "C", "N", "C", "N", "C", "P", "C", "C", "H", "H", "H", "H", "H", "H", "H", "H", "H", "H", "H", "H", "H", "N", "C", "N", "C", "N"],
  "positions_angstrom": [[0.7134, -0.1382, -1.2089], [3.5963, 3.9114, -2.9832], [3.4556, 2.5667, -3.5262], [4.2517, 2.0007, -4.5044], [3.7971, 0.7581, -4.7217], [2.7035, 0.5632, -3.8720], [2.5145, 1.6947, -3.1379], [1.3729, 2.0111, -1.9212], [1.8765, -0.5827, -3.9923], [1.6501, -1.0682, -5.2691], [1.0062, -2.2822, -5.4253], [0.6245, -2.9772, -4.2919], [0.8265, -2.3987, -3.0572], [1.4226, -1.2021, -2.8922], [4.4642, 4.3770, -3.4396], [3.7325, 3.8581, -1.9044], [2.7092, 4.5016, -3.2051], [5.0822, 2.5276, -4.9391], [4.1547, -0.0181, -5.3725], [1.9844, -0.4957, -6.1216], [0.8154, -2.6752, -6.4143], [0.1505, -3.9458, -4.3502], [0.4983, -2.8783, -2.1477], [-2.7282, 1.8015, -0.7031], [-1.7518, 0.7847, -0.9016], [-0.5525, 0.9849, -0.0057], [-1.1775, 0.5293, -2.2447], [-2.3648, -0.5889, -0.4512], [5.7923, 2.5949, 7.6011], [5.4311, 2.1712, 6.5973], [4.9715, 1.6471, 5.3415], [5.0464, 0.2789, 5.0884], [4.5921, -0.2248, 3.8830], [4.0807, 0.6497, 2.9366], [4.0075, 2.0141, 3.1729], [4.4488, 2.5140, 4.3845], [3.6070, 0.1263, 1.6926], [4.2227, -0.8372, 0.9271], [3.4164, -1.0526, -0.1426], [2.3198, -0.2308, -0.0242], [2.4647, 0.4760, 1.0820], [5.4445, -0.3865, 5.8414], [4.6083, -1.2907, 3.6942], [3.6289, 2.6830, 2.4108], [4.4030, 3.5744, 4.5888], [5.1635, -1.2745, 1.2089], [3.5216, -1.7453, -0.9580], [1.7488, 1.1784, 1.4744], [-7.1548, -0.7555, 0.3433], [-6.5029, -1.5459, 1.4837], [-6.1260, -0.5620, 2.5996], [-5.3021, 0.4765, 2.0968], [-5.9660, 1.1882, 1.0056], [-6.3022, 0.2886, -0.0972], [-5.1199, -0.1484, -0.8453], [-3.9507, -1.0214, 0.2763], [-5.2758, -2.2530, 0.9829], [-3.9355, 0.0700, 1.7562], [-8.0865, -0.3522, 0.7409], [-7.3668, -1.4645, -0.4559], [-7.1773, -2.2221, 1.8513], [-5.6203, -1.1380, 3.3734], [-7.0635, -0.1604, 2.9849], [-5.3134, 1.9783, 0.6393], [-6.8850, 1.6356, 1.3869], [-4.6314, 0.7264, -1.2704], [-5.4160, -0.8054, -1.6649], [-4.8394, -2.8138, 1.8092], [-5.5734, -2.9520, 0.2018], [-3.3440, 0.9592, 1.5469], [-3.4779, -0.4519, 2.5988], [1.7796, -3.2231, 3.4905], [0.8912, -3.0071, 2.7857], [-0.1530, -2.7759, 1.9909], [0.0412, -2.2958, 0.8403], [0.1245, -1.8595, -0.2477]],
  "forces_ev_per_angstrom": [[0.1, 1.2, -0.9], [0.0, 0.1, 0.1], [-0.1, 0.0, 0.0], [0.0, -0.1, 0.0], [0.1, 0.1, -0.1], [-0.1, 0.1, 0.0], [0.1, -0.1, 0.1], [0.1, -0.3, -0.2], [0.2, 0.0, 0.0], [0.1, 0.0, 0.1], [0.0, 0.0, 0.0], [0.0, 0.0, 0.0], [0.0, -0.2, 0.0], [-0.2, 0.2, 0.3], [0.0, 0.0, 0.0], [0.0, 0.0, 0.0], [0.0, 0.0, 0.0], [0.0, 0.0, 0.0], [0.0, 0.0, 0.0], [0.0, 0.0, 0.0], [0.0, 0.0, 0.0], [0.0, 0.0, 0.0], [-0.1, 0.0, 0.0], [0.0, 0.1, -0.5], [-0.4, -0.3, 0.8], [0.1, -0.2, 0.3], [-0.1, -0.5, 0.6], [-0.2, 0.2, -0.2], [0.0, 0.0, 0.0], [0.0, 0.0, 0.1], [0.0, 0.0, -0.1], [0.0, 0.0, 0.0], [0.0, -0.1, -0.1], [0.0, 0.0, 0.2], [0.0, 0.0, -0.1], [0.0, 0.0, 0.0], [0.0, 0.0, -0.1], [0.0, 0.0, 0.0], [0.0, -0.1, 0.0], [0.1, -0.2, -0.1], [-0.1, -0.2, 0.1], [0.0, 0.0, 0.0], [0.0, 0.0, 0.0], [0.0, 0.0, 0.0], [0.0, 0.0, 0.0], [0.0, 0.0, 0.0], [0.0, 0.0, 0.0], [0.0, 0.0, 0.0], [0.0, 0.0, -0.1], [0.0, 0.0, 0.0], [0.0, 0.0, 0.1], [0.0, 0.0, 0.0], [0.0, 0.0, 0.0], [0.0, 0.0, 0.0], [0.0, 0.0, 0.0], [0.0, 0.0, 0.1], [0.1, 0.1, 0.0], [0.0, 0.0, 0.0], [0.0, 0.0, 0.0], [0.0, 0.0, 0.0], [0.0, 0.0, 0.0], [0.0, 0.0, 0.0], [0.0, 0.0, 0.0], [0.0, 0.0, 0.0], [0.0, 0.0, 0.0], [0.0, 0.0, 0.0], [0.0, 0.0, 0.0], [0.0, 0.0, 0.0], [0.0, 0.0, 0.0], [0.0, 0.0, 0.0], [0.0, 0.0, 0.0], [0.0, 0.1, 0.0], [0.2, -0.1, -0.1], [-0.3, 0.0, 0.0], [0.1, 0.2, 0.1], [0.1, -0.2, -0.4]],
  "mulliken_spin": [0.0005, 0.0000, -0.0001, -0.0001, 0.0001, 0.0000, 0.0006, -0.0008, 0.0003, 0.0000, -0.0001, 0.0000, -0.0001, -0.0003, 0.0000, 0.0000, 0.0000, 0.0000, 0.0000, 0.0000, 0.0000, 0.0000, -0.0001, -0.0004, 0.0509, 0.0161, 0.0201, 0.1061, 0.0000, 0.0000, 0.0000, 0.0000, 0.0000, 0.0000, 0.0000, 0.0000, 0.0001, -0.0001, 0.0000, -0.0007, 0.0002, 0.0000, 0.0000, 0.0000, 0.0000, 0.0000, -0.0001, -0.0003, -0.0021, 0.0316, -0.0028, 0.0184, -0.0078, 0.0212, 0.0268, 0.5406, 0.1871, 0.0270, 0.0011, -0.0045, 0.0057, -0.0044, 0.0010, -0.0018, 0.0018, 0.0011, -0.0076, -0.0096, -0.0080, 0.0018, -0.0083, 0.0001, 0.0001, -0.0015, 0.0020, -0.0007]
}



[2]
{
  "formula": "C27H29KN7O9SSe2",
  "method": "ωB97M-V with the def2-TZVPD basis set",
  "total_charge": -1,
  "e_lumo_ha": 0.0648,
  "e_homo_ev": -5.661,
  "homo_lumo_gap_ev": 7.4,
  "species": ["K", "O", "C", "O", "C", "C", "C", "C", "C", "N", "C", "O", "O", "H", "H", "H", "Se", "Se", "C", "C", "C", "C", "C", "N", "C", "C", "C", "C", "C", "N", "H", "H", "H", "H", "H", "H", "H", "H", "C", "C", "S", "O", "O", "C", "C", "N", "C", "N", "C", "C", "N", "O", "O", "C", "H", "H", "H", "H", "H", "H", "H", "H", "H", "H", "H", "H", "H", "C", "C", "N", "O", "H", "H", "H", "H", "H"],
  "positions_angstrom": [[-6.0498, -17.2986, -3.2643], [-3.8158, -15.4364, -6.7836], [-3.9933, -15.5465, -5.5342], [-5.0135, -15.3092, -4.8516], [-2.7947, -16.1488, -4.7992], [-1.5292, -16.2159, -5.3356], [-0.5883, -17.0193, -4.6313], [-0.8795, -17.5736, -3.3997], [-2.1968, -17.3975, -2.9207], [-3.0976, -16.7971, -3.6587], [-2.6197, -17.9256, -1.5566], [-1.7606, -18.5524, -0.9023], [-3.8199, -17.7061, -1.2299], [-1.2438, -15.7700, -6.2611], [0.3332, -17.2442, -5.1045], [-0.1854, -18.1667, -2.8012], [-8.5839, -16.5406, 0.3302], [-10.1037, -16.7852, -1.4073], [-9.2653, -18.2237, -2.2984], [-9.1712, -19.4582, -1.7025], [-8.6383, -20.5229, -2.3872], [-8.3376, -20.4101, -3.7341], [-8.4445, -19.1184, -4.2641], [-8.8045, -18.0490, -3.5415], [-7.1536, -15.4955, -0.5364], [-5.8709, -15.6080, 0.0361], [-4.8609, -14.9385, -0.6240], [-5.1249, -14.1988, -1.7608], [-6.4183, -14.1106, -2.1760], [-7.4295, -14.7453, -1.5914], [-9.4619, -19.5745, -0.6881], [-8.5853, -21.5097, -1.8711], [-7.9706, -21.2729, -4.2545], [-8.2116, -18.9669, -5.2854], [-5.6580, -16.2075, 0.9063], [-3.8456, -15.0114, -0.2778], [-4.3524, -13.8593, -2.3983], [-6.6165, -13.6163, -3.0907], [-5.2701, -23.2811, -10.0758], [-4.1897, -22.3434, -9.5373], [-4.3169, -20.7023, -10.2082], [-5.6524, -20.2783, -9.8511], [-3.8463, -20.6439, -11.5754], [-3.1200, -19.9602, -9.1611], [-3.2970, -18.5499, -8.5678], [-4.5304, -18.3641, -7.8116], [-4.7817, -18.7018, -6.5051], [-5.8762, -18.1797, -6.0733], [-6.3789, -17.4322, -7.0841], [-5.5596, -17.5130, -8.1810], [-5.9079, -17.0653, -9.4780], [-7.1204, -16.8080, -9.6078], [-5.0794, -16.9894, -10.4028], [-3.8531, -19.6326, -5.7408], [-5.2063, -24.1937, -9.5175], [-5.0269, -23.5256, -11.0815], [-6.2446, -22.7465, -10.0376], [-3.2441, -22.8053, -9.6977], [-4.3810, -22.1559, -8.4338], [-2.1744, -19.9502, -9.7398], [-2.9553, -20.6189, -8.3365], [-3.2142, -17.7756, -9.3039], [-2.4565, -18.2764, -7.9184], [-7.3806, -16.9877, -7.0481], [-2.8799, -19.1374, -5.6115], [-3.6680, -20.5922, -6.2952], [-4.3349, -19.7854, -4.7859], [-5.1106, -20.4269, -0.5428], [-4.6990, -20.4664, -2.0211], [-3.4112, -20.8818, -2.2905], [-5.4387, -20.2966, -2.9928], [-5.7828, -21.2554, -0.2845], [-5.6427, -19.4967, -0.3774], [-4.1838, -20.3419, 0.0489], [-2.6662, -20.7531, -1.6111], [-3.1322, -20.8223, -3.2624]],
  "forces_ev_per_angstrom": [[0.8, 0.3, 0.0], [-0.3, 0.0, 1.0], [0.1, 0.0, -1.3], [0.0, 0.1, -0.1], [-0.5, -0.7, 0.4], [1.0, -1.3, 1.2], [-1.0, 0.5, -0.2], [-0.6, 0.0, 0.2], [1.2, -0.1, -0.4], [-0.8, 0.9, 0.0], [-0.9, -0.3, 0.5], [0.1, -0.1, -0.1], [0.3, -0.2, -0.2], [-0.2, 0.3, -0.5], [1.0, 0.1, -0.3], [-0.1, 0.2, -0.3], [0.2, 0.3, -0.3], [0.1, 0.7, 0.3], [0.8, -0.7, -1.1], [0.2, -0.1, 0.4], [-0.4, -1.5, 0.2], [-0.1, 1.0, 0.8], [-0.1, -0.9, 1.0], [-0.9, 0.1, -0.4], [0.3, 0.0, 0.4], [-0.8, 0.3, -0.6], [0.5, 0.1, 0.2], [0.1, -0.7, 0.6], [-0.3, -0.4, -0.2], [-0.4, -0.6, 0.6], [-0.3, -0.1, 0.7], [0.2, 0.9, -0.5], [0.1, 0.0, -0.5], [0.3, 0.4, -0.8], [-0.1, -0.2, 0.0], [0.2, -0.2, 0.1], [0.7, 0.6, -0.3], [-0.5, 0.5, -0.7], [-0.2, 1.5, 0.2], [-1.5, -0.2, 1.3], [-0.5, -0.3, -0.2], [0.4, 0.2, -0.3], [-0.3, -0.1, 0.5], [1.7, 1.6, 0.2], [-0.1, 0.0, 0.3], [0.2, 0.7, -0.5], [2.2, -1.2, -1.1], [-1.1, 0.5, 0.8], [-1.0, 0.1, -0.7], [-0.4, -0.6, 1.1], [-1.0, 0.2, -1.3], [1.8, 0.0, -0.2], [-0.9, -0.2, 1.5], [-0.1, 0.5, -1.1], [-0.5, -0.4, 0.5], [0.0, -0.2, -1.0], [0.5, -0.8, 0.1], [1.0, 0.1, 0.0], [0.4, -0.4, -1.2], [-0.5, -0.1, 0.2], [0.0, -0.6, 0.4], [-0.5, 0.2, -0.6], [0.0, -0.6, 0.2], [0.8, 0.0, 0.1], [-0.1, -0.1, 0.1], [-0.4, 0.8, 0.6], [0.1, -0.3, 0.3], [0.6, 0.6, -0.7], [0.7, -0.9, -0.7], [-0.2, 0.2, 0.6], [-0.4, 0.4, 0.9], [0.5, 0.0, -0.1], [-0.1, 0.2, 0.0], [-0.6, -0.4, 0.0], [-0.3, 0.2, -0.1], [-0.1, 0.1, 0.3]],
  "lowdin_charge": [0.6862, -0.0463, -0.6520, -0.1050, -0.1917, -0.0120, -0.0706, -0.0158, -0.2012, 0.1522, -0.6587, -0.0517, -0.0822, 0.0979, 0.0790, 0.1072, 0.6130, 0.6675, -0.7275, -0.1376, -0.0764, -0.0483, -0.1551, 0.0044, -0.6522, -0.1110, -0.0678, -0.0612, -0.1596, 0.0344, 0.0854, 0.1258, 0.1062, 0.0822, 0.1025, 0.1133, 0.1036, 0.1055, -0.1086, -0.3190, 0.6508, -0.2960, -0.3105, -0.2189, -0.1137, 0.0516, -0.3163, 0.1068, -0.0260, -0.1646, -0.2922, 0.0565, 0.0567, 0.0318, 0.0682, 0.0627, 0.0903, 0.0940, 0.1155, 0.1244, 0.0620, 0.1136, 0.1349, 0.1394, 0.0840, 0.0860, 0.0379, 0.0052, -0.5395, 0.1698, -0.0361, 0.0819, 0.0676, 0.0844, 0.0923, 0.0911]
}



[3]
{
  "formula": "C27H29N3O2PRuS3",
  "method": "ωB97M-V with the def2-TZVPD basis set",
  "e_lumo_ha": [-0.0142, -0.0323],
  "e_homo_ev": [-7.317, -7.695],
  "spin_multiplicity": 6,
  "s_squared": 8.775,
  "homo_lumo_gap_ev": [6.9, 6.8],
  "species": ["Ru", "C", "O", "C", "C", "O", "C", "H", "H", "H", "H", "H", "H", "H", "H", "H", "H", "S", "P", "S", "C", "C", "C", "C", "C", "C", "C", "C", "C", "C", "C", "C", "H", "H", "H", "H", "H", "H", "H", "H", "H", "H", "C", "C", "N", "C", "C", "C", "C", "C", "C", "C", "C", "N", "C", "N", "H", "H", "H", "H", "H", "H", "H", "H", "H", "S"],
  "positions_angstrom": [[1.3599, -0.5312, -1.9595], [-0.2826, 1.9247, -3.8062], [0.6795, 0.8726, -3.8620], [1.6366, 1.0632, -4.8916], [2.6114, -0.0700, -4.8461], [3.2510, -0.0202, -3.5785], [4.3036, -0.9781, -3.4620], [-0.9155, 1.9003, -4.6975], [0.2180, 2.8957, -3.7436], [-0.8906, 1.7817, -2.9201], [2.1644, 2.0086, -4.7281], [1.1443, 1.0993, -5.8670], [3.3475, 0.0431, -5.6461], [2.0961, -1.0271, -4.9608], [5.0593, -0.7925, -4.2300], [3.9137, -1.9911, -3.5569], [4.7407, -0.8528, -2.4759], [-1.8166, 2.9981, -0.4798], [-2.1742, 1.0826, -0.2536], [-0.7244, -0.2731, -0.7494], [-3.6971, 0.5553, -1.1040], [-4.8963, 1.1333, -0.6886], [-6.0880, 0.7780, -1.3007], [-6.0874, -0.1501, -2.3355], [-4.8948, -0.7171, -2.7581], [-3.6965, -0.3682, -2.1429], [-2.5111, 0.6603, 1.4919], [-2.8384, -0.6536, 1.8313], [-3.0647, -0.9917, 3.1577], [-2.9605, -0.0236, 4.1513], [-2.6359, 1.2831, 3.8163], [-2.4131, 1.6279, 2.4849], [-4.8907, 1.8659, 0.1108], [-7.0176, 1.2280, -0.9757], [-7.0203, -0.4335, -2.8087], [-4.8907, -1.4394, -3.5660], [-2.7642, -0.8179, -2.4585], [-2.9016, -1.4073, 1.0544], [-3.3204, -2.0126, 3.4180], [-3.1371, -0.2897, 5.1874], [-2.5645, 2.0406, 4.5890], [-2.1590, 2.6434, 2.2020], [1.7278, 2.3382, 0.2711], [2.4249, 1.5081, -0.5788], [2.6779, 0.2149, -0.2832], [2.2361, -0.2684, 0.8838], [1.5237, 0.4946, 1.8038], [1.2544, 1.8132, 1.4607], [0.8887, -0.0617, 3.0130], [1.2514, -1.0185, 3.8697], [2.5238, -1.7459, 4.0319], [2.6048, -2.7621, 4.9788], [3.8246, -3.3878, 5.1466], [4.9047, -3.0534, 4.4413], [4.7257, -2.0738, 3.5573], [3.6028, -1.4050, 3.3179], [1.5238, 3.3618, -0.0089], [2.8546, 1.8775, -1.5022], [2.4291, -1.3126, 1.0627], [0.6592, 2.4281, 2.1267], [-0.0846, 0.3858, 3.2100], [0.5138, -1.2717, 4.6260], [1.7401, -3.0527, 5.5621], [3.9510, -4.1839, 5.8723], [5.5929, -1.7889, 2.9686], [1.3770, -2.6808, -2.4732]],
  "forces_ev_per_angstrom": [[-0.1, -1.0, -0.9], [0.0, 0.0, 0.0], [0.1, 0.0, 0.0], [-0.1, 0.1, 0.0], [0.1, -0.1, 0.0], [0.0, 0.0, 0.1], [0.0, 0.1, 0.0], [0.0, 0.0, 0.0], [0.0, 0.0, 0.0], [0.0, 0.0, 0.1], [0.0, 0.1, 0.0], [-0.1, 0.0, 0.0], [0.1, 0.0, 0.0], [0.0, -0.1, 0.0], [0.0, 0.0, 0.0], [-0.1, 0.0, 0.0], [0.0, 0.0, 0.0], [0.0, 0.0, 0.0], [0.3, 0.2, 0.1], [-0.6, -0.4, 0.1], [0.0, 0.0, 0.0], [0.0, 0.0, 0.0], [0.1, 0.0, 0.0], [0.0, 0.0, 0.0], [0.1, 0.0, 0.0], [-0.1, 0.0, 0.0], [0.0, 0.0, 0.0], [0.0, 0.1, 0.1], [0.0, 0.0, -0.1], [0.0, 0.0, 0.0], [0.0, 0.1, -0.1], [0.0, -0.1, 0.0], [0.0, 0.0, 0.0], [0.0, 0.0, 0.0], [0.0, 0.0, 0.0], [0.0, 0.0, 0.0], [0.0, 0.0, 0.0], [0.0, 0.0, 0.0], [0.0, 0.1, 0.0], [0.0, 0.0, 0.0], [0.0, 0.0, 0.0], [0.0, 0.0, 0.0], [0.0, 0.1, 0.0], [0.4, 0.2, 0.4], [-0.1, 0.2, 0.2], [0.1, 0.0, -0.1], [0.0, 0.0, 0.1], [0.0, 0.1, 0.1], [-0.1, 0.0, -0.1], [0.2, 0.0, 0.1], [0.0, 0.0, -0.1], [-0.1, -0.1, 0.1], [0.1, 0.0, 0.0], [-0.1, 0.1, -0.1], [-0.1, 0.0, 0.1], [0.1, 0.0, 0.0], [0.0, 0.0, 0.0], [-0.1, 0.0, -0.1], [0.0, -0.1, 0.0], [0.0, 0.0, -0.1], [0.0, -0.1, -0.1], [0.0, 0.0, 0.0], [0.0, 0.0, 0.0], [0.0, 0.0, 0.0], [-0.1, 0.0, 0.0], [0.0, 0.8, 0.2]],
  "mulliken_spin": [3.4602, -0.0016, 0.0286, -0.0111, -0.0117, 0.0425, 0.0039, 0.0009, -0.0023, 0.0104, 0.0009, -0.0025, 0.0013, -0.0008, 0.0014, -0.0097, 0.0023, 0.0080, 0.0309, 0.1312, 0.0101, -0.0003, 0.0010, 0.0000, 0.0008, 0.0027, 0.0205, -0.0031, -0.0012, 0.0036, -0.0005, 0.0066, 0.0006, 0.0000, 0.0000, 0.0001, -0.0016, -0.0002, -0.0001, 0.0002, 0.0000, 0.0003, 0.0706, -0.0358, 0.0828, -0.0090, 0.0298, -0.0105, 0.0049, 0.0074, -0.0010, 0.0010, -0.0002, 0.0010, -0.0001, 0.0015, 0.0027, -0.0088, -0.0121, -0.0007, 0.0010, 0.0001, 0.0000, 0.0000, 0.0000, 1.1530]
}



In eV, the energy relative to the best compared isomer or geometry (same formula, charge and spin) values for the records above are, in order, 0.563; 0.141; 0.000.